Record 1
94
Properties=species:S:1:pos:R:3:forces:R:3 method="wB97M-V/def2-TZVPD" largest_force_ha_per_bohr=0.0052 energy_ha=-7538.3493 relative_energy_kj_mol=1.22 orbital_gap_ev=8.23 charge=+1 e_lumo_ev=-2.6
Bi 0.77727 -0.15923 1.52101 0.0 -0.1 0.1
C 1.40183 -0.08124 -2.88005 -0.1 0.1 0.0
C 0.20257 0.76992 -2.46130 0.1 -0.1 0.0
As -0.82010 -0.10633 -1.02763 0.0 0.1 0.0
C -1.10392 -1.88519 -1.73229 0.0 0.0 0.0
C -2.26093 -2.23597 -2.41913 -0.1 0.0 0.0
C -2.39895 -3.51731 -2.93682 0.0 0.0 0.0
C -1.38124 -4.44975 -2.77969 0.0 0.0 0.0
C -0.22722 -4.10466 -2.08980 0.0 0.0 0.0
C -0.09703 -2.83143 -1.55652 0.0 0.0 0.0
C -2.57952 0.69376 -1.11171 0.0 0.0 0.0
C -3.03519 1.38018 -2.23388 0.0 0.0 0.0
C -4.31240 1.92347 -2.24451 0.0 0.0 0.0
C -5.13872 1.78492 -1.13786 0.0 0.0 0.0
C -4.68742 1.10212 -0.01683 0.0 0.0 0.0
C -3.41062 0.55819 -0.00129 0.0 0.0 0.0
As 2.66095 -0.38182 -1.39232 0.0 0.0 0.0
C 3.59477 -1.98571 -1.97566 0.0 0.0 0.0
C 3.22900 -2.76265 -3.06921 0.0 0.0 0.0
C 3.94571 -3.91165 -3.38495 0.0 0.0 0.0
C 5.03231 -4.29132 -2.61393 0.0 0.0 0.0
C 5.40659 -3.51906 -1.52145 0.0 0.0 0.0
C 4.68850 -2.37794 -1.20298 0.0 0.0 0.0
C 3.99694 0.96570 -1.79970 0.0 0.0 0.0
C 4.14708 2.05441 -0.94833 0.0 0.0 0.0
C 5.08232 3.04037 -1.23946 0.0 0.0 0.0
C 5.86880 2.93552 -2.37552 0.0 0.0 0.0
C 5.72524 1.84409 -3.22423 0.0 0.0 0.0
C 4.79270 0.86035 -2.93833 0.0 0.0 0.0
H 1.94658 0.40444 -3.69042 0.0 0.0 0.0
H 1.04928 -1.04670 -3.23923 0.0 0.0 0.0
H -0.45190 0.93059 -3.31780 0.0 0.0 0.0
H 0.50488 1.74247 -2.06866 0.0 0.0 0.0
H -3.05996 -1.51567 -2.55199 0.0 0.0 0.0
H -3.30072 -3.78385 -3.47246 0.0 0.0 0.0
H -1.48850 -5.44321 -3.19501 0.0 0.0 0.0
H 0.57314 -4.82330 -1.96574 0.0 0.0 0.0
H 0.81020 -2.58310 -1.01320 0.0 0.0 0.0
H -2.40938 1.49816 -3.10868 0.0 0.0 0.0
H -4.66127 2.45395 -3.12059 0.0 0.0 0.0
H -6.13406 2.20915 -1.14970 0.0 0.0 0.0
H -5.32490 0.99954 0.85193 0.0 0.0 0.0
H -3.04847 0.05399 0.88470 0.0 0.0 0.0
H 2.39332 -2.48487 -3.69744 0.0 0.0 0.0
H 3.65587 -4.50433 -4.24304 0.0 0.0 0.0
H 5.59053 -5.18351 -2.86476 0.0 0.0 0.0
H 6.25873 -3.80578 -0.91940 0.0 0.0 0.0
H 4.99292 -1.77761 -0.35178 0.0 0.0 0.0
H 3.53673 2.14685 -0.05935 0.0 0.0 0.0
H 5.19273 3.88617 -0.57376 0.0 0.0 0.0
H 6.59885 3.70154 -2.60136 0.0 0.0 0.0
H 6.34561 1.75808 -4.10680 0.0 0.0 0.0
H 4.69523 0.00331 -3.59551 0.0 0.0 0.0
C -3.69007 6.30994 2.16114 0.0 0.0 0.0
C -2.47138 5.43936 2.05680 0.0 0.0 0.0
C -1.25191 5.84520 2.59350 0.0 0.0 0.0
C -0.12946 5.03729 2.51327 0.0 0.0 0.0
C -0.23563 3.80391 1.88593 0.0 0.0 0.0
C -1.43942 3.37689 1.33511 0.0 0.0 0.0
C -2.54621 4.19801 1.42194 0.0 0.0 0.0
S 1.17191 2.76501 1.82929 0.0 0.0 0.1
O 1.10255 1.96911 0.55648 0.0 0.0 0.0
O 2.34612 3.56403 1.97744 0.0 0.0 0.0
N 1.03606 1.58667 2.91591 -0.1 0.0 -0.1
C -0.01107 1.59152 3.92962 0.1 0.1 -0.1
C -1.23218 0.77760 3.49047 0.1 -0.2 0.1
O -2.15025 0.57161 4.24832 -0.1 0.1 0.0
O -1.18690 0.28069 2.26585 0.0 0.1 -0.1
H -3.43902 7.30593 2.52016 0.0 0.0 0.0
H -4.40952 5.87185 2.85533 0.0 0.0 0.0
H -4.18457 6.40557 1.19440 0.0 0.0 0.0
H -1.17746 6.81076 3.07700 0.0 0.0 0.0
H 0.82177 5.35654 2.91678 0.0 0.0 0.0
H -1.51164 2.41831 0.84085 0.0 0.0 0.0
H -3.48301 3.86994 0.98721 0.0 0.0 0.0
H -0.35820 2.59917 4.16476 0.0 0.0 0.0
H 0.36859 1.15295 4.85150 0.0 0.0 0.0
C -0.94848 -2.37159 5.36428 0.0 0.0 0.0
S 0.14640 -2.78992 4.01873 -0.1 0.0 0.0
O 0.73032 -1.44769 3.57661 0.1 0.0 0.0
C -1.02434 -3.28938 2.77732 0.0 0.0 0.0
C -2.19728 -2.58444 2.51617 0.0 0.0 0.0
C -3.01165 -3.01133 1.48111 0.0 0.0 0.0
C -2.66821 -4.12934 0.72789 0.0 0.0 0.0
C -1.50826 -4.83476 1.00745 0.0 0.0 0.0
C -0.67638 -4.41137 2.03408 0.0 0.0 0.0
H -1.61701 -1.56098 5.07790 0.0 0.0 0.0
H -0.31345 -2.06383 6.19277 0.0 0.0 0.0
H -1.50232 -3.27019 5.63413 0.0 0.0 0.0
H -2.46798 -1.71302 3.09721 0.0 0.0 0.0
H -3.92500 -2.47249 1.26459 0.0 0.0 0.0
H -3.31049 -4.45023 -0.08191 0.0 0.0 0.0
H -1.24586 -5.70623 0.42401 0.0 0.0 0.0
H 0.23616 -4.94913 2.26300 0.0 0.0 0.0


Record 2
74
Properties=species:S:1:pos:R:3:forces:R:3 method="wB97M-V/def2-TZVPD" largest_force_ha_per_bohr=0.0837 energy_ha=-5539.4033 relative_energy_kj_mol=0.00 orbital_gap_ev=3.72 charge=-1 e_lumo_ev=0.4
Mo 0.50579 -0.12683 -0.72241 -3.7 2.2 -0.1
C -0.59821 2.84817 2.62889 0.0 -0.1 -0.1
C -0.46001 1.71787 1.60779 -0.1 0.0 0.3
N 0.47409 1.87567 0.47679 0.0 -0.1 0.4
C 1.89009 1.95817 0.88299 0.4 0.2 0.2
C 2.40739 3.28847 1.44239 -0.2 -0.1 -0.1
C 0.07229 2.95957 -0.43651 -0.3 0.1 -0.7
C -0.50661 2.34967 -1.71871 0.3 0.3 0.2
N 0.48559 1.38127 -2.15081 0.1 0.3 -0.1
C 1.00709 1.47337 -3.39331 0.3 0.0 -0.7
C 2.34719 1.06407 -3.58821 0.1 -0.1 0.4
F 3.03459 0.71437 -2.46701 0.1 0.2 -0.7
C 2.97969 1.09687 -4.81231 -0.2 0.1 0.1
F 4.27159 0.74477 -4.91331 -0.1 -0.1 0.1
C 2.32019 1.56347 -5.94021 -0.2 0.0 0.2
C 1.01739 2.00237 -5.78191 0.4 0.0 0.3
F 0.36859 2.49767 -6.85241 -0.2 0.0 0.0
C 0.37109 1.96497 -4.55761 0.1 -0.2 0.1
F -0.92061 2.37557 -4.50781 0.0 -0.1 -0.1
H -1.51271 2.65487 3.18589 0.0 0.1 0.1
H -0.68851 3.83087 2.17439 0.0 0.1 0.0
H 0.22909 2.85457 3.33369 0.0 0.1 0.1
H -1.44901 1.53367 1.17469 0.2 -0.1 0.0
H -0.14691 0.82527 2.15739 -0.1 0.0 -0.3
H 2.49949 1.71477 -0.00301 -0.2 0.0 0.2
H 2.04549 1.18397 1.64469 0.0 0.0 -0.3
H 2.28679 4.10977 0.73939 0.0 0.1 0.0
H 3.47159 3.19017 1.64469 0.0 -0.1 0.0
H 1.90729 3.55287 2.36679 0.0 0.1 0.1
H 0.95589 3.53477 -0.73121 -0.2 -0.1 0.1
H -0.65031 3.63847 0.02819 0.1 0.0 0.1
H -0.67071 3.15367 -2.44201 0.0 -0.1 0.1
H -1.46551 1.85267 -1.51231 0.1 0.2 0.0
H 2.80139 1.58387 -6.90181 0.1 0.0 -0.1
O 0.26949 -3.04413 0.38519 -0.6 -0.7 0.8
C 0.16079 -2.15813 1.21249 1.4 -0.1 -0.9
O 0.79459 -1.02413 1.13859 -0.4 -0.4 1.5
C -0.71731 -2.27353 2.43159 -0.1 0.0 0.1
C -0.60461 -3.31253 3.34359 -0.6 0.1 0.7
C -1.42421 -3.29863 4.49549 0.3 1.5 -1.9
C -2.30111 -2.25423 4.74439 -0.3 0.1 0.3
C -2.40781 -1.22303 3.82289 2.0 -2.0 -1.1
C -1.63671 -1.25673 2.64179 -0.8 0.0 0.8
N -3.21871 -0.11223 4.08409 -1.9 3.1 0.4
O -3.91591 -0.08723 5.10959 0.9 -0.3 -1.3
O -3.17621 0.83967 3.27369 -0.2 -1.5 1.2
N -1.33071 -4.34513 5.43909 0.3 -2.2 1.9
O -0.50151 -5.23943 5.24399 -0.8 0.9 0.1
O -2.07551 -4.32303 6.42499 0.6 0.1 -1.0
H 0.08729 -4.12363 3.18799 0.1 -0.1 -0.1
H -2.89281 -2.24013 5.64789 0.0 0.0 0.0
H -1.80561 -0.50363 1.89269 0.2 0.1 -0.1
Cl 3.74589 -0.79443 0.10549 0.5 -0.2 0.5
C 4.46719 -0.68583 1.72639 -0.2 -0.3 -0.4
Cl 5.18749 0.90307 2.01249 0.1 0.2 0.2
H 5.26479 -1.42273 1.79709 -0.2 0.1 0.0
H 3.69579 -0.85393 2.47669 0.0 0.0 -0.2
Se 2.96449 -3.42383 -3.15051 1.1 -1.5 -1.1
C 2.11739 -2.23353 -2.26851 -1.6 2.3 1.4
N 1.51689 -1.38463 -1.69781 2.2 -2.8 -2.0
C -3.13621 -0.46363 -2.31841 0.4 -0.2 0.2
C -2.08151 -1.42753 -1.75031 -0.7 -0.8 -1.1
C -1.35121 -2.16793 -2.88531 -0.1 0.1 0.2
C -2.78041 -2.45973 -0.85211 0.3 0.2 -0.1
N -1.08931 -0.71333 -1.06281 1.6 1.1 1.5
H -3.84921 -1.01293 -2.92721 -0.1 -0.1 -0.1
H -2.65841 0.29977 -2.92791 0.0 0.1 -0.1
H -3.66471 0.00747 -1.49391 -0.1 0.2 0.1
H -2.04741 -2.69303 -3.53341 -0.2 -0.1 -0.1
H -0.66501 -2.88103 -2.43371 0.1 -0.1 -0.1
H -0.77431 -1.45283 -3.47311 0.0 0.0 0.0
H -3.50331 -3.02323 -1.43911 -0.1 -0.1 0.0
H -3.30151 -1.96103 -0.04121 -0.2 0.1 0.2
H -2.04141 -3.13943 -0.43861 0.1 -0.1 0.1


Record 3
14
Properties=species:S:1:pos:R:3:forces:R:3 method="wB97M-V/def2-TZVPD" largest_force_ha_per_bohr=0.0056 energy_ha=-307.5039 relative_energy_kj_mol=547.50 orbital_gap_ev=9.04 e_lumo_ev=0.9
C 1.76181 -0.65816 -0.94541 0.1 -0.1 -0.1
O 0.63693 0.22163 -0.77066 -0.1 0.1 0.2
C -0.57452 -0.50231 -0.01026 0.0 0.0 -0.1
C -0.46745 0.05340 1.30952 -0.1 -0.2 0.2
C -1.58121 0.49916 0.44278 -0.1 -0.3 0.0
O -1.59380 1.80403 -0.09008 0.1 0.2 0.1
H 1.50521 -1.37669 -1.72403 0.0 0.1 0.1
H 1.98026 -1.17422 -0.00413 0.0 0.1 -0.1
H 2.61291 -0.05480 -1.26339 -0.1 -0.1 0.0
H -0.71198 -1.47429 -0.47606 0.0 0.2 0.1
H 0.71083 0.68920 0.19539 0.0 -0.1 -0.2
H -0.56385 -0.48790 2.24509 0.0 0.1 -0.2
H -2.60126 0.11552 0.54183 0.2 0.1 0.0
H -1.11388 2.34544 0.54944 -0.1 0.0 -0.1


Record 4
33
Properties=species:S:1:pos:R:3:forces:R:3 method="wB97M-V/def2-TZVPD" largest_force_ha_per_bohr=0.0532 energy_ha=-1079.6925 orbital_gap_ev=5.44 charge=+4 e_lumo_ev=-15.6
C 3.98633 -1.85881 -0.46251 0.3 -0.7 0.6
C 3.25949 -0.48131 -0.51216 -0.1 0.1 0.2
C 2.48113 -0.08712 0.77779 0.0 0.1 -0.1
C 1.35236 0.90246 0.49383 0.2 0.3 0.1
C 1.70816 2.17210 0.07296 -0.2 -0.3 0.0
C 0.76528 3.18695 -0.19979 0.2 0.3 -0.1
C -0.57054 2.97451 -0.04592 0.0 -0.1 0.4
C -0.98011 1.70094 0.37352 0.2 -0.2 0.8
C -0.03255 0.65647 0.63401 -0.7 0.0 0.2
S -0.66042 -0.85538 1.16570 0.4 -0.4 -0.7
C -2.22756 -0.93792 0.50959 0.4 0.8 0.1
C -2.83766 -2.16177 0.24319 -0.2 -0.2 0.4
C -4.10471 -2.14825 -0.27571 -0.2 0.1 -0.2
C -4.80628 -0.92242 -0.52933 -0.2 -0.2 0.0
C -4.25676 0.27978 -0.24381 0.1 0.3 0.4
C -2.93882 0.30733 0.26581 0.0 -0.5 0.7
N -2.32061 1.46137 0.55593 0.0 0.3 -2.7
H 3.23839 -2.67669 -0.35635 0.1 -0.2 -0.2
H 4.62132 -1.85642 0.48249 0.1 0.3 0.0
H 4.58409 -1.94983 -1.41268 0.1 0.0 0.0
H 4.03637 0.26184 -0.67881 0.0 0.0 -0.2
H 2.60474 -0.49723 -1.38198 0.0 -0.1 -0.1
H 2.15190 -0.94885 1.35822 -0.1 -0.1 -0.1
H 3.18021 0.45726 1.41297 0.0 -0.2 0.2
H 2.76094 2.38627 -0.06110 0.0 0.2 0.0
H 1.10538 4.15986 -0.52917 0.1 0.0 0.0
H -1.29256 3.75702 -0.24136 0.0 0.0 0.0
H -2.31371 -3.08508 0.44264 0.0 -0.1 0.0
H -4.60734 -3.07122 -0.53585 0.1 -0.1 0.0
H -5.79989 -0.94931 -0.95752 0.0 -0.2 0.0
H -4.78110 1.20993 -0.42305 -0.1 0.0 0.0
H -2.88329 2.26741 0.26964 -0.1 0.2 0.6
Hf 5.57783 -3.65392 -0.21120 -0.6 0.6 -0.3